(1)
Entry from the OMol25 dataset: 2 unconnected molecules or ions with the total composition CH3NS2 (ωB97M-V/def2-TZVPD).

LUMO level (alpha / beta) in Eh: -0.0216 / -0.0729
ΔE to the lowest compared entry with this formula, charge and spin in eV: 4.101
M in g/mol: 93.176
HOMO level (alpha / beta) in eV: -9.681 / -8.578

Structure (ORCA input):
```
! wB97M-V def2-TZVPD RIJCOSX def2/J DEFGRID3
* xyz 0 1
S 0.675 -0.044 -1.731
S 1.168 1.172 2.047
N -0.062 0.900 -0.672
C -1.054 0.154 -1.482
H -1.588 -0.674 -1.019
H -1.558 0.562 -2.293
H 1.395 0.398 3.077
*
```



(2)
Entry from the OMol25 dataset: a molecular structure, C16H40F12K4O8P2 (ωB97M-V/def2-TZVPD).

LUMO level in Eh: -0.2072
ΔE to the lowest compared entry with this formula, charge and spin in eV: 0.000
M in g/mol: 806.804
HOMO level in eV: -13.380

Structure (ORCA input):
```
! wB97M-V def2-TZVPD RIJCOSX def2/J DEFGRID3
* xyz 2 1
K -4.943 1.538 -0.235
K -4.015 -4.501 -0.234
K 0.793 -2.923 0.044
K -1.587 -0.818 -4.025
P -0.413 -6.391 0.115
P -2.118 -0.990 -0.429
F 1.134 -5.960 0.042
F -1.004 -0.824 0.723
F -0.881 -1.470 -1.379
F -0.105 -7.896 -0.274
F -0.863 -4.818 0.343
F -0.362 -6.637 1.660
F -3.161 -1.154 -1.660
F -1.872 0.561 -0.743
F -2.367 -2.544 0.000
F -3.311 -0.604 0.603
F -2.032 -6.745 0.034
F -0.545 -6.063 -1.503
O 2.206 3.498 -5.032
O -3.791 3.978 -1.008
O 3.546 -2.431 1.426
O -3.744 2.862 1.729
O 0.193 1.343 -4.073
O -0.279 -2.481 2.728
O 2.268 -0.331 -0.282
O 1.515 -1.869 5.098
C 0.913 1.425 -5.315
C 3.632 -0.721 -0.256
C 1.873 0.395 -1.402
C -3.059 4.058 1.357
C 0.921 -0.905 4.228
C -3.030 2.155 2.727
C 0.101 -3.717 3.335
C 2.260 2.091 -5.173
C 2.260 -1.259 6.122
C 3.934 -2.852 2.714
C -0.287 2.589 -3.546
C 1.810 4.240 -6.181
C -0.372 -1.399 3.630
C -4.266 4.736 -2.106
C 4.067 -1.123 1.113
C -3.699 4.747 0.177
H 1.122 3.674 -6.812
H 0.287 1.994 -6.010
H 1.657 -0.768 3.428
H -1.052 2.987 -4.221
H 0.544 3.274 -3.406
H -3.925 4.359 -3.068
H 0.823 0.676 -1.303
H -3.951 5.777 -2.014
H 1.630 -0.659 6.785
H 5.158 -1.174 1.155
H 2.008 -0.113 -2.367
H -3.067 4.749 2.201
H -0.740 2.361 -2.582
H 4.313 0.017 -0.696
H -2.046 3.781 1.042
H -3.090 5.630 -0.049
H 2.932 1.824 -6.001
H 2.394 1.363 -1.466
H 3.103 -0.654 5.759
H 0.666 -0.020 4.818
H 2.779 1.782 -4.263
H 3.918 -2.034 3.444
H 3.728 -1.573 -0.951
H -3.202 2.607 3.711
H 0.443 -4.422 2.583
H -0.781 -0.559 3.060
H -0.837 -4.085 3.780
H 1.339 5.153 -5.828
H -4.683 5.148 0.461
H 2.747 -2.037 6.711
H -1.962 2.085 2.517
H 0.798 -3.741 4.171
H -1.147 -1.574 4.392
H 3.271 -3.645 3.049
H -5.362 4.701 -2.128
H 2.693 4.498 -6.770
H 4.964 -3.228 2.693
H 3.622 -0.495 1.890
H -3.464 1.160 2.837
H 1.048 0.394 -5.644
*
```



(3)
Entry from the OMol25 dataset: a molecular structure, C25H22N4O4PSSeTa (ωB97M-V/def2-TZVPD).

LUMO level in Eh: -0.2910
ΔE to the lowest compared entry with this formula, charge and spin in eV: 2.339
M in g/mol: 765.424
HOMO level in eV: -14.089

Structure (ORCA input):
```
! wB97M-V def2-TZVPD RIJCOSX def2/J DEFGRID3
* xyz 2 1
Ta -0.724 0.466 -1.262
Se -0.883 1.985 -3.140
S -2.349 0.984 0.553
P 1.391 0.682 0.208
O -0.915 2.890 -4.363
O -0.202 0.474 -3.202
O -2.263 1.485 -2.414
O -0.097 2.439 -1.777
N -6.135 0.759 -0.278
N -4.472 -0.629 -0.010
N -5.013 1.444 -0.092
N -3.701 -1.762 0.038
C -5.832 -0.504 -0.229
C 2.746 1.455 -0.711
C 2.498 -3.785 0.487
C 1.255 -3.405 -0.065
C 3.028 0.925 -1.974
C 0.456 3.206 3.253
C 1.861 -1.077 0.323
C 4.061 1.459 -2.721
C 3.406 -2.840 0.888
C 4.807 2.517 -2.215
C 1.240 1.398 1.877
C -6.760 -1.638 -0.360
C 0.920 -2.026 -0.157
C -3.966 0.623 0.071
C -1.126 -2.593 -1.276
C 3.498 2.509 -0.198
C 1.898 0.839 2.971
C 0.497 2.573 2.023
C 4.533 3.031 -0.958
C 1.857 1.488 4.193
C -0.838 -3.955 -1.140
C 1.152 2.674 4.330
C 3.092 -1.477 0.799
C -0.301 -1.591 -0.769
C 0.329 -4.355 -0.542
H -3.076 -1.756 0.843
H 1.144 3.181 5.281
H -2.033 -2.308 -1.801
H -5.025 2.457 -0.094
H 4.365 -3.140 1.281
H 2.724 -4.837 0.573
H -1.535 -4.689 -1.512
H 3.276 2.910 0.781
H -0.027 2.993 1.171
H 3.829 -0.744 1.097
H 0.566 -5.402 -0.449
H -6.628 -2.139 -1.319
H 4.288 1.059 -3.696
H 2.384 1.060 5.032
H -6.623 -2.363 0.443
H 5.604 2.941 -2.805
H -7.781 -1.266 -0.316
H 2.437 -0.091 2.864
H 2.439 0.098 -2.361
H -4.284 -2.594 0.021
H 5.123 3.844 -0.567
H -0.116 4.115 3.372
*
```



(4)
Entry from the OMol25 dataset: 2 unconnected molecules or ions with the total composition C3H10OS (ωB97M-V/def2-TZVPD).

LUMO level in Eh: 0.0315
Structure (SMILES): CSC.CO
ΔE to the lowest compared entry with this formula, charge and spin in eV: 2.222
M in g/mol: 94.179
HOMO level in eV: -8.687

Structure (ORCA input):
```
! wB97M-V def2-TZVPD RIJCOSX def2/J DEFGRID3
* xyz 0 1
S 0.838 -0.174 -0.861
O -2.039 0.209 0.719
C 0.773 -1.954 -0.550
C 2.560 0.317 -0.348
C -2.787 1.487 0.726
H 3.331 -0.482 -0.700
H -2.485 2.418 0.180
H 2.752 1.378 -0.632
H -1.416 0.522 0.046
H 2.915 0.233 0.709
H -2.803 1.878 1.771
H -3.709 1.184 0.287
H 1.331 -2.365 0.352
H 0.976 -2.657 -1.561
H -0.237 -1.994 -0.137
*
```



(5)
Entry from the OMol25 dataset: a molecular structure, CH4InO (ωB97M-V/def2-TZVPD).

LUMO level in Eh: -0.8092
ΔE to the lowest compared entry with this formula, charge and spin in eV: 0.000
M in g/mol: 146.860
HOMO level in eV: -24.313

Structure (ORCA input):
```
! wB97M-V def2-TZVPD RIJCOSX def2/J DEFGRID3
* xyz 3 1
In -0.588 2.417 -5.116
O -0.109 0.582 0.404
C 0.317 -0.718 0.837
H -0.541 -1.377 0.973
H 1.013 -1.199 0.150
H -0.851 0.897 0.925
H 0.758 -0.603 1.827
*
```



(6)
Entry from the OMol25 dataset: a molecular structure, C51H39AsF3N6O9S3Ta (ωB97M-V/def2-TZVPD).

LUMO level in Eh: -0.0451
ΔE to the lowest compared entry with this formula, charge and spin in eV: 0.000
M in g/mol: 1288.971
HOMO level in eV: -7.597

Structure (ORCA input):
```
! wB97M-V def2-TZVPD RIJCOSX def2/J DEFGRID3
* xyz 0 1
Ta 0.397 0.384 0.292
As 0.082 -0.702 2.826
S -1.545 1.771 1.069
S 3.128 0.970 0.755
S -1.640 -1.208 0.201
F 4.347 -8.030 -2.344
F 3.433 -7.357 -4.188
F 5.395 -6.639 -3.634
O 3.621 -0.165 1.463
O -0.009 0.462 -1.800
O 2.682 0.736 -0.627
O 1.368 7.441 3.565
O 0.568 2.339 -0.935
O 1.750 3.373 -7.069
O 1.827 5.960 5.142
O 1.850 1.541 1.391
O 0.482 1.452 -6.900
N -7.665 1.424 -3.133
N -4.993 1.096 0.574
N -5.539 0.589 -3.362
N -4.116 0.526 -1.473
N -6.372 1.266 -1.245
N -2.394 -1.003 -3.018
C 3.340 0.582 5.071
C -3.391 -0.111 -4.998
C 3.476 -4.578 -3.078
C 1.696 -0.715 3.882
C 1.744 -2.514 -0.529
C -1.036 0.176 5.380
C -0.872 -4.819 2.900
C -1.237 -2.583 1.247
C 1.297 6.195 4.092
C -1.576 -4.930 1.708
C -2.646 -0.233 3.639
C 3.732 -1.748 4.633
C 4.144 -0.545 5.184
C 0.427 1.655 -1.983
C 0.376 1.434 -4.438
C -2.445 -0.749 -5.781
C -0.260 4.246 1.225
C 2.363 -3.628 -1.165
C 2.512 -1.835 3.976
C 4.302 2.273 0.852
C 3.038 -5.943 -1.140
C -1.499 -1.620 -3.778
C 0.545 5.176 3.303
C -1.484 -1.535 -5.163
C 0.750 1.942 -5.650
C 1.937 3.807 -4.660
C -1.766 -3.826 0.894
C -1.322 -0.191 4.071
C -3.667 0.110 4.510
C -0.647 3.085 3.293
C 0.015 4.085 3.983
C -0.499 -2.491 2.431
C 2.440 -4.862 -0.515
C 4.181 -6.958 -3.137
C 0.386 5.254 1.921
C 2.889 -3.496 -2.454
C -0.755 3.134 1.904
C -0.341 -3.590 3.264
C -2.064 0.521 6.249
C -6.489 1.080 -2.555
C -4.386 0.326 -2.750
C 1.512 3.098 -5.758
C 1.063 2.370 -7.821
C 1.558 3.311 -3.414
C 0.804 2.152 -3.308
C 1.202 -1.584 0.034
C 3.554 -5.800 -2.421
C 2.125 0.500 4.412
C -3.380 0.496 5.814
C -5.164 0.968 -0.758
C -3.331 -0.278 -3.614
H 4.365 -2.623 4.702
H 0.184 -3.495 4.207
H -7.832 1.100 -4.068
H -0.360 4.302 0.154
H -8.446 1.609 -2.530
H 0.274 2.843 -8.410
H -4.173 0.494 -5.431
H 5.223 1.909 0.401
H -0.750 -2.200 -3.247
H 1.853 3.820 -2.507
H 0.793 7.501 2.792
H 2.828 -2.538 -2.951
H -0.744 -5.678 3.545
H 0.795 6.086 1.357
H 0.129 4.031 5.058
H 3.661 1.527 5.491
H -0.016 0.197 5.742
H -2.460 -0.639 -6.858
H -0.213 0.534 -4.334
H -0.732 -2.061 -5.735
H -4.050 1.087 0.931
H 1.518 1.394 4.304
H 5.097 -0.482 5.693
H -5.695 1.611 1.076
H 3.098 -6.896 -0.634
H -1.989 -5.886 1.410
H -2.880 -0.532 2.624
H -2.326 -3.916 -0.027
H 2.533 4.701 -4.765
H -4.693 0.073 4.165
H -1.074 2.251 3.833
H 2.023 -4.964 0.478
H 1.779 1.846 -8.454
H -4.181 0.765 6.489
H 3.924 3.147 0.328
H 4.450 2.477 1.910
H 3.882 -4.474 -4.076
H -1.829 0.805 7.266
H 2.221 -2.769 3.514
*
```